ORCA calculation (the ωB97M-V functional and the def2-TZVPD basis) on C2H7IN2S in the gas phase.

Gap between HOMO and LUMO (alpha / beta) = 0.2508 / 0.2507 Eh

The geometry in XYZ format:
```
13
Properties=species:S:1:pos:R:3:forces:R:3
C 1.39290 -0.22095 0.15379 0.9685 2.5714 2.5222
C -0.06116 1.84928 -0.32150 0.4265 -0.8440 0.5512
N 0.13776 0.40145 -0.35818 2.1744 0.5410 0.7138
N -0.83755 -0.28680 -0.68779 -1.8799 -0.3534 -0.6035
S -1.13159 -1.76696 0.06018 0.3137 -0.5018 -0.4481
I -2.33102 -3.35319 1.96166 -0.1530 -0.0457 -0.0996
H 1.43807 -1.18508 -0.19332 0.5334 -2.0574 -2.0460
H 2.34012 0.45327 -0.00227 -2.0710 -1.4284 0.0047
H 1.38729 -0.55372 1.25041 -0.4807 1.3939 -0.8226
H -0.44906 2.24172 -1.20771 -1.1763 0.0230 -1.5298
H -0.69431 2.09831 0.50984 -0.1703 0.1975 0.4343
H 0.87609 2.31545 -0.27883 1.4646 0.6171 0.6885
H -2.06753 -1.99279 -0.88628 0.0499 -0.1134 0.6348
```
Forces are in eV/Å.


ORCA calculation (the ωB97M-V functional and the def2-TZVPD basis) on a molecular structure, C2H7IN3.

Gap between HOMO and LUMO = 0.3101 Eh
Total charge = +1

The geometry in XYZ format:
```
13
Properties=species:S:1:pos:R:3:forces:R:3
C 1.00593 1.44363 -0.05699 2.0870 2.6783 1.3864
C 0.92530 0.74265 -1.31877 -0.1699 0.7288 -1.0404
N 1.65862 2.40709 0.33505 -0.7455 -2.4586 -1.7396
N -1.75191 -0.61728 0.38555 -0.9253 -0.8660 -0.9379
N -1.38419 -1.97772 0.67336 0.4676 -1.1956 3.1260
I -0.76789 0.63352 1.42482 1.2577 1.5112 1.1412
H 1.86861 0.46470 -1.86691 -0.9005 0.5115 0.9536
H 0.26925 1.40676 -1.90774 0.4127 -0.2269 -0.3291
H 0.29366 -0.05495 -1.08195 -0.7962 -1.9523 -0.4192
H 1.82960 2.76255 1.23411 -0.1992 0.6802 1.3198
H -1.70225 -2.44465 -0.11237 -0.7230 -1.4144 -2.2484
H -1.84945 -2.51814 1.48254 0.2194 1.4523 -0.8641
H -0.39527 -2.24816 0.80930 0.0151 0.5514 -0.3481
```
Forces are in eV/Å.


ORCA calculation (the ωB97M-V functional and the def2-TZVPD basis) on 2 unconnected molecules or ions with the total composition C2H7IO.

Gap between HOMO and LUMO = 0.3688 Eh
SMILES string = CCI.O

The geometry in XYZ format:
```
11
Properties=species:S:1:pos:R:3:forces:R:3
I 1.09222 -2.23384 1.90788 -0.0360 0.5870 -0.0146
C 0.00000 0.00000 0.00000 -0.0907 -0.4266 0.7482
C 0.07244 -0.35868 1.52795 -0.2076 0.6863 -0.5232
H -0.15715 -0.90094 -0.61662 -0.0662 0.4519 0.2468
H 0.92600 0.49768 -0.33384 -0.3649 -0.2909 0.2077
H -0.84683 0.68827 -0.16049 0.3326 -0.2366 0.0200
H -0.90833 -0.49644 2.02249 0.5336 0.0780 -0.5794
H 0.59520 0.47055 2.04229 -0.1105 -0.7939 -0.0428
O 0.32755 -3.84014 -1.35119 0.1723 0.4413 0.8850
H 0.31908 -4.27378 -0.46793 0.0349 0.6088 -0.8989
H 0.57743 -2.90644 -1.16671 -0.1975 -1.1050 -0.0488
```
Forces are in eV/Å.


ORCA calculation (the ωB97M-V functional and the def2-TZVPD basis) on 2 unconnected molecules or ions with the total composition C2H7IOSi.

Gap between HOMO and LUMO (alpha / beta) = 0.2182 / 0.2190 Eh

The geometry in XYZ format:
```
12
Properties=species:S:1:pos:R:3:forces:R:3
C -1.52204 -1.32822 0.28887 1.1016 -1.6935 -0.3468
C -1.21076 0.10170 -0.11780 0.6608 -0.6320 0.0230
O -0.38234 0.79186 0.71564 2.1055 0.9028 0.8713
Si 2.33697 1.55527 -0.04912 -1.7417 -3.6888 -0.1569
I 3.93675 -0.36463 0.06370 -0.8698 0.8433 0.0178
H -1.55806 -1.54143 1.33149 0.3144 0.4230 1.1293
H -2.45761 -1.70809 -0.02514 -1.4534 0.1770 -0.7908
H -0.85113 -2.12465 -0.13877 0.0075 1.0401 0.3260
H -2.11838 0.68333 -0.19988 -0.6402 0.2313 -0.3036
H -0.77897 -0.01264 -1.10898 0.0749 0.4088 -0.8413
H 3.16564 2.59245 0.43226 0.0412 1.3332 0.3696
H 1.43993 1.35507 -1.19227 0.3992 0.6548 -0.2975
```
Forces are in eV/Å.


ORCA calculation (the ωB97M-V functional and the def2-TZVPD basis) on C2H7IP2 in the gas phase.

Gap between HOMO and LUMO = 0.3237 Eh
SMILES string = C[C@@H](P)PI

The geometry in XYZ format:
```
12
Properties=species:S:1:pos:R:3:forces:R:3
C 0.01193 -0.58716 1.27435 1.9925 2.5876 1.1913
C 0.24832 0.14428 -0.06579 -1.2980 -2.4141 -2.0457
P -0.01017 -1.06297 -1.73954 -1.5498 2.0639 1.1108
P -1.10785 1.28667 -0.41589 -1.4386 1.0051 0.5899
I -0.21978 3.25010 -1.59719 0.2049 -0.3040 0.0623
H 0.85539 -0.26389 2.02680 -1.6064 -0.3521 -1.2965
H 0.06839 -1.65756 1.29744 -0.4875 -0.4499 -0.4005
H -0.92030 -0.12251 1.63651 0.1541 -1.0104 0.4716
H 1.16910 0.54885 -0.34248 1.7492 0.6105 0.4349
H 1.28186 -1.32210 -1.90155 2.3124 -0.2825 -0.3800
H -0.13644 -2.20837 -1.01686 -0.4123 -1.1147 0.6756
H -1.24045 1.99466 0.84419 0.3795 -0.3394 -0.4138
```
Forces are in eV/Å.


ORCA calculation (the ωB97M-V functional and the def2-TZVPD basis) on C2H7IP2 in the gas phase.

Gap between HOMO and LUMO = 0.3420 Eh
SMILES string = C[C@@H](P)PI

The geometry in XYZ format:
```
12
Properties=species:S:1:pos:R:3:forces:R:3
C -0.43137 0.93555 -0.92311 -0.2438 0.8436 -0.4093
C 0.08084 0.03687 0.21457 -1.2302 -2.0386 -1.6527
P -1.39068 -0.86086 1.04418 0.7226 1.3310 -0.3176
P 1.09228 -1.24959 -0.77458 0.1423 1.1724 0.5622
I 2.37382 -2.30882 1.02636 0.0043 0.0421 -0.0311
H -1.47259 1.37613 -0.86159 1.0145 -0.7645 0.3713
H -0.42213 0.32275 -1.85348 0.0200 0.7898 0.1614
H 0.23924 1.82438 -0.98703 -0.3285 -0.7578 -0.4310
H 0.68468 0.54635 0.90103 0.7387 0.6962 1.0359
H -0.82481 -0.79902 2.35480 -0.4126 0.1139 -0.1690
H -2.02418 0.44373 1.00328 -0.1414 -0.8412 0.7520
H 2.09491 -0.26744 -1.14444 -0.2859 -0.5869 0.1278
```
Forces are in eV/Å.


ORCA calculation (the ωB97M-V functional and the def2-TZVPD basis) on a molecular structure, C2H7ISi.

Gap between HOMO and LUMO (alpha / beta) = 0.1904 / 0.1724 Eh

The geometry in XYZ format:
```
11
Properties=species:S:1:pos:R:3:forces:R:3
C 0.46487 1.57644 0.38468 0.9898 1.7478 0.2095
C 0.13811 -1.30875 -0.49812 2.2234 -1.2022 0.1855
Si 0.87176 -0.18541 0.75787 -1.7341 -0.4812 -1.0761
I -3.19065 -0.73931 -0.96503 0.2745 0.0489 0.0983
H -0.60368 1.73500 0.57699 -0.1208 -0.3614 -0.1425
H 0.95891 2.52233 0.75118 -0.1835 -1.4035 0.4800
H 0.65606 1.71807 -0.67597 -0.4248 -0.4409 -0.3995
H -1.00384 -1.12495 -0.49990 -0.7349 -0.2714 0.7607
H 0.19705 -1.00474 -1.54712 0.6579 0.0848 0.0816
H 0.52884 -2.40464 -0.39278 -1.2549 1.9258 -0.1105
H 0.98258 -0.78402 2.10821 0.3076 0.3533 -0.0870
```
Forces are in eV/Å.


ORCA calculation (the ωB97M-V functional and the def2-TZVPD basis) on 2 unconnected molecules or ions with the total composition C2H7ISi.

Gap between HOMO and LUMO (alpha / beta) = 0.3131 / 0.3012 Eh

The geometry in XYZ format:
```
11
Properties=species:S:1:pos:R:3:forces:R:3
C -0.97405 0.31458 -0.92822 1.3109 -1.7077 -2.8164
C 1.51756 1.20504 0.37373 0.9441 0.5423 0.3187
Si -1.08047 -1.28424 0.07111 0.5213 0.6816 -0.4597
I 3.06780 -0.20609 -0.05757 -0.8893 0.8665 0.1530
H -0.78720 0.47960 -2.05097 -0.3979 -0.1540 1.9940
H -0.91503 1.14964 -0.28900 -0.2609 1.0716 0.4939
H 1.79650 2.30559 0.17665 -0.5903 -2.0278 0.3144
H 0.96179 0.89691 1.28806 0.4561 0.5182 -0.9235
H -2.42484 -1.07072 0.40956 -1.6791 -0.0253 1.0537
H -0.12798 -1.03381 1.12841 0.2317 -0.0181 0.7765
H -1.03408 -2.75650 -0.12177 0.3533 0.2526 -0.9047
```
Forces are in eV/Å.


ORCA calculation (the ωB97M-V functional and the def2-TZVPD basis) on 2 unconnected molecules or ions with the total composition C2H7N.

Gap between HOMO and LUMO = 0.4094 Eh
SMILES string = C=C.N

The geometry in XYZ format:
```
10
Properties=species:S:1:pos:R:3:forces:R:3
N 2.27080 -0.34461 -1.12032 -1.0561 0.4429 0.2963
H 2.45384 0.61993 -1.39368 0.4086 -0.1135 0.0422
H 1.24502 -0.31644 -1.04837 0.2831 -0.3643 -0.2391
H 2.52344 -0.40866 -0.13669 0.3516 0.0422 -0.0801
C -1.30626 -0.52615 0.92623 -0.7136 3.4174 1.8528
C -1.60457 0.62496 0.25984 1.8500 -2.9794 -1.7148
H -0.95359 -1.49169 0.63850 0.2800 -0.0871 -0.8654
H -1.32755 -0.36063 2.02985 -0.4622 -0.7526 -0.7140
H -1.29615 0.67947 -0.81137 -0.8685 -0.0360 0.6441
H -2.00497 1.52382 0.65601 -0.0730 0.4302 0.7781
```
Forces are in eV/Å.


ORCA calculation (the ωB97M-V functional and the def2-TZVPD basis) on 2 unconnected molecules or ions with the total composition C2H7N2.

Gap between HOMO and LUMO = 0.4205 Eh
Total charge = +1

The geometry in XYZ format:
```
11
Properties=species:S:1:pos:R:3:forces:R:3
C -1.01785 -0.35527 -0.17335 -0.5880 1.1220 -1.2152
C 1.77318 -0.21633 1.21479 -3.8206 0.0111 -2.7453
N 0.91818 0.15351 0.30320 0.8777 0.7563 0.5175
N -1.55172 0.41270 -1.15498 0.6039 -0.1180 3.0984
H -0.65524 -1.28438 -0.68641 -0.4431 0.3954 1.8530
H -1.39427 -0.08854 0.87896 0.8786 -1.2204 -1.7367
H 2.73976 0.06191 0.97912 2.2617 0.4682 0.7323
H 1.39180 -0.88764 1.96704 0.4957 -0.1034 0.3965
H 1.30714 0.85407 -0.38167 -0.3532 -1.0964 0.6623
H -1.49822 0.06592 -2.08935 -0.1318 0.4783 -0.5737
H -2.01275 1.28406 -0.85734 0.2191 -0.6932 -0.9891
```
Forces are in eV/Å.